Entry 1:
The following is a DFT calculation (ωB97M-V/def2-TZVPD) of a molecular structure, C36H37BrF3GeIN3O7SeTi in a non-equilibrium geometry.

Its total charge is -2. The largest force on an atom comes out at 1.970 eV/Å. The multiplicity is 2. The calculation puts the energy above the lowest of the compared OMol25 structures with the same formula, charge and spin at 79.7 kcal/mol. As for the frontier orbital gap (spin up / spin down): 3.33 / 5.99 eV.

Atoms and positions in Å:
I (-4.267, -0.326, -1.281)
Br (2.130, -2.876, -7.740)
Se (1.019, 1.728, 1.201)
Ge (3.007, 0.307, 3.551)
Ti (0.585, -1.247, -1.048)
F (-0.829, 7.419, -4.430)
F (-2.948, 7.068, -4.226)
F (-1.824, 7.907, -2.581)
O (-0.482, -2.153, 0.022)
O (2.066, -0.487, -1.768)
O (1.815, -1.139, 0.798)
O (-1.276, -3.622, -2.302)
O (-3.211, -1.663, 4.739)
O (0.150, -1.954, -2.741)
O (2.070, -2.903, -0.514)
N (-2.350, -0.119, 1.132)
N (-0.451, -4.585, 2.675)
N (-0.318, -5.562, -5.824)
C (2.305, 0.106, -2.991)
C (-0.819, -3.832, 3.710)
C (-2.859, 2.127, 2.015)
C (3.805, 1.068, 5.234)
C (-1.793, -1.830, 4.812)
C (-3.639, 3.266, 1.935)
C (-3.039, 1.051, 1.119)
C (-1.778, 6.969, -3.556)
C (-0.281, 4.170, -1.552)
C (-0.481, 1.732, -1.747)
C (-0.466, -3.064, -3.014)
C (1.874, 1.831, 2.976)
C (-0.270, 0.593, -1.364)
C (-4.830, 2.350, 0.066)
C (-1.792, -0.577, 2.231)
C (-0.409, -4.027, 1.468)
C (0.493, -4.952, -6.688)
C (-0.613, 5.437, -1.982)
C (2.659, 1.973, 0.176)
C (0.721, -3.033, -5.254)
C (-1.223, -2.525, 3.610)
C (-1.489, 5.603, -3.053)
C (4.577, -0.110, 2.420)
C (-0.814, 3.037, -2.186)
C (-1.213, -1.886, 2.341)
C (-0.116, -3.676, -4.341)
C (-4.038, 1.227, 0.126)
C (-0.694, -2.661, 1.229)
C (-2.024, 4.488, -3.693)
C (-4.643, 3.381, 0.985)
C (-1.691, 3.220, -3.266)
C (1.006, -3.695, -6.428)
C (-0.612, -4.928, -4.695)
C (-0.051, -4.931, 0.324)
C (2.315, -2.252, 0.514)
C (1.996, -1.288, 4.090)
H (3.022, 1.431, 5.902)
H (-1.286, -5.434, -4.015)
H (-3.457, 4.082, 2.626)
H (1.512, -1.740, 3.228)
H (2.661, -2.023, 4.547)
H (2.645, 2.944, -0.318)
H (-0.211, 6.313, -1.489)
H (-2.101, 2.345, -3.752)
H (0.725, -5.485, -7.601)
H (3.030, -2.690, 1.249)
H (-1.318, -0.849, 4.955)
H (-5.590, 2.434, -0.701)
H (5.099, -0.967, 2.850)
H (1.823, 1.094, -3.061)
H (-2.710, 4.627, -4.519)
H (3.506, 1.911, 0.856)
H (2.459, 2.752, 3.019)
H (-1.907, -0.018, 3.171)
H (5.276, 0.727, 2.380)
H (4.269, -0.366, 1.410)
H (1.225, -1.024, 4.813)
H (0.388, 4.026, -0.714)
H (1.919, -0.503, -3.820)
H (-0.817, -4.332, 4.676)
H (-0.734, -4.758, -0.505)
H (-3.408, -1.387, 3.835)
H (0.956, -4.719, -0.037)
H (4.465, 1.907, 5.002)
H (-2.066, 2.059, 2.750)
H (-1.609, -2.430, 5.706)
H (1.115, -2.053, -5.028)
H (-5.263, 4.268, 0.933)
H (1.052, 1.931, 3.687)
H (2.699, 1.167, -0.549)
H (4.391, 0.324, 5.778)
H (3.385, 0.246, -3.151)
H (-0.103, -5.968, 0.654)

Charges in e, computed with Löwdin, in the same order as the atoms: 0.813 0.685 0.921 0.796 1.042 0.104 0.114 0.113 -0.181 -0.401 -0.167 0.080 -0.075 -0.114 -0.063 0.022 0.072 0.062 -0.200 -0.150 -0.050 -0.242 -0.243 -0.127 -0.381 -0.566 -0.010 -0.127 -0.526 -0.604 -0.071 -0.198 -0.155 -0.266 -0.208 -0.014 -0.359 -0.034 -0.198 -0.150 -0.220 -0.221 -0.083 -0.076 -0.640 -0.216 -0.019 -0.146 -0.008 -0.655 -0.074 -0.026 -0.523 -0.193 0.004 0.122 0.088 -0.001 0.021 0.010 0.116 0.118 0.092 0.145 0.100 0.075 0.014 0.074 0.114 0.003 0.004 0.096 0.011 -0.002 0.015 0.081 0.057 0.097 0.059 0.070 0.062 0.001 0.087 0.108 0.098 0.078 0.000 -0.006 0.000 0.079 0.068



Entry 2:
The following is a DFT calculation (ωB97M-V/def2-TZVPD) of a molecular structure, C8H13N in a non-equilibrium geometry.

Its total charge is 0. The largest force on an atom comes out at 2.221 eV/Å. The calculation puts the energy above the lowest of the compared OMol25 structures with the same formula, charge and spin at 115.9 kcal/mol. As for the frontier orbital gap (spin up / spin down): 7.60 / 7.65 eV.

Atoms and positions in Å:
N (-0.608, -1.655, -1.254)
C (0.143, 0.052, 0.436)
C (-1.262, 0.772, -1.652)
C (0.203, -1.373, -0.359)
C (-0.788, -0.046, 1.472)
C (-0.148, 1.165, -0.809)
C (1.807, -2.335, 1.306)
C (1.268, -2.293, 0.091)
C (-0.283, 2.516, -0.097)
H (1.572, -3.006, -0.668)
H (-1.127, 0.791, -2.728)
H (-1.201, -0.654, -1.523)
H (1.139, 0.292, 0.805)
H (1.492, -1.673, 2.104)
H (-0.511, 0.109, 2.506)
H (-2.264, 1.028, -1.313)
H (-0.293, 3.328, -0.828)
H (0.545, 2.684, 0.597)
H (0.785, 1.133, -1.376)
H (-1.214, 2.552, 0.469)
H (-1.817, -0.321, 1.272)
H (2.564, -3.068, 1.549)

Charges in e, computed with natural (NBO), in the same order as the atoms: -0.475 -0.330 -0.490 0.239 -0.317 -0.224 -0.353 -0.237 -0.596 0.222 0.220 0.304 0.220 0.197 0.189 0.202 0.213 0.207 0.210 0.210 0.185 0.207



Entry 3:
The following is a DFT calculation (ωB97M-V/def2-TZVPD) of a molecular structure, C3H4AlLiO4 in a non-equilibrium geometry.

Its total charge is +3. The largest force on an atom comes out at 9.186 eV/Å. The multiplicity is 2. The calculation puts the energy above the lowest of the compared OMol25 structures with the same formula, charge and spin at 68.0 kcal/mol. As for the frontier orbital gap (spin up / spin down): 7.64 / 5.06 eV.

Atoms and positions in Å:
Al (2.662, 1.702, 0.128)
O (-0.303, -0.809, 0.122)
O (1.606, -1.677, -0.076)
O (-2.461, 0.092, 0.017)
O (1.490, 0.558, 0.194)
C (1.147, -0.599, 0.324)
C (-1.682, 1.230, 0.432)
C (-1.188, 0.189, -0.450)
Li (3.257, -2.559, -0.311)
H (-0.997, 0.274, -1.521)
H (-1.379, 1.224, 1.479)
H (-0.173, -1.808, -0.332)
H (-1.980, 2.184, -0.006)

Charges in e, computed with natural (NBO), in the same order as the atoms: 1.859 -0.498 -0.666 -0.334 -0.938 1.102 -0.113 0.248 0.993 0.234 0.225 0.627 0.261



Entry 4:
The following is a DFT calculation (ωB97M-V/def2-TZVPD) of a gas-phase ion, C20H27ClN2O2 (charge +2) in a non-equilibrium geometry.

Its total charge is +2. The largest force on an atom comes out at 8.895 eV/Å. As for the frontier orbital gap: 6.46 eV.

Atoms and positions in Å:
Cl (-3.447, -4.972, -0.190)
O (4.848, -0.586, -1.340)
O (4.794, -0.260, 1.094)
N (-4.272, -1.882, 1.890)
N (1.559, 3.428, -0.095)
C (-1.996, 0.378, 1.294)
C (2.638, 4.357, -0.683)
C (0.493, 1.789, 1.932)
C (-3.607, 0.801, 1.336)
C (3.570, 0.989, -2.852)
C (1.641, 2.834, 1.310)
C (-2.782, -2.282, 1.888)
C (-0.766, 1.407, 0.954)
C (3.341, 3.615, -2.007)
C (4.018, -2.605, 0.371)
C (3.861, 2.097, -1.663)
C (-1.573, -1.212, 1.592)
C (-5.852, -3.716, 0.782)
C (-4.699, -0.419, 1.653)
C (3.556, -0.494, -2.086)
C (-4.795, -3.676, -0.470)
C (-0.815, 2.128, -0.553)
C (-5.364, -2.923, 2.132)
C (0.380, 3.141, -1.039)
C (4.582, -1.087, 0.040)
H (-6.849, -3.193, 0.403)
H (-6.149, -4.855, 0.970)
H (5.041, 2.156, -1.528)
H (3.978, -2.741, 1.545)
H (-5.862, -0.175, 1.683)
H (-4.305, -2.604, -0.655)
H (2.103, 5.355, -1.060)
H (-1.715, 1.898, -1.283)
H (0.568, 1.306, 3.004)
H (-5.282, -3.968, -1.520)
H (2.666, -0.422, -1.299)
H (-0.422, -1.528, 1.584)
H (3.454, -1.394, -2.828)
H (3.418, 1.639, -0.672)
H (2.575, 3.132, 1.972)
H (2.916, -2.786, -0.031)
H (2.580, 1.168, -3.450)
H (4.672, -3.468, -0.097)
H (0.330, 3.639, -2.097)
H (-6.325, -2.354, 2.553)
H (-2.586, -3.437, 2.107)
H (-5.041, -3.698, 2.962)
H (3.430, 4.571, 0.161)
H (2.658, 3.682, -2.971)
H (4.309, 4.263, -2.266)
H (-3.934, 1.925, 1.143)
H (4.457, 1.039, -3.618)

Charges in e, computed with natural (NBO), in the same order as the atoms: -0.091 -0.556 -0.574 -0.357 -0.339 0.012 -0.239 -0.191 -0.208 -0.426 0.124 0.106 -0.019 -0.431 -0.747 -0.446 -0.211 -0.457 0.103 -0.080 -0.381 -0.199 -0.252 0.081 0.795 0.244 0.281 0.261 0.265 0.288 0.217 0.260 0.282 0.299 0.272 0.166 0.299 0.222 0.205 0.297 0.231 0.213 0.272 0.290 0.258 0.305 0.269 0.258 0.224 0.265 0.301 0.243



Entry 5:
The following is a DFT calculation (ωB97M-V/def2-TZVPD) of a single C4H5NO molecule in a non-equilibrium geometry.

Its total charge is 0. As for the SMILES: C#CCNC=O. The largest force on an atom comes out at 1.933 eV/Å. The calculation puts the energy above the lowest of the compared OMol25 structures with the same formula, charge and spin at 71.4 kcal/mol. As for the frontier orbital gap: 10.68 eV.

Atoms and positions in Å:
O (-0.739, 1.235, -1.006)
N (-1.194, -0.214, 0.577)
C (2.378, 0.098, 0.836)
C (0.123, -0.831, -0.244)
C (1.370, -0.306, 0.313)
C (-1.429, 0.947, -0.045)
H (-2.228, 1.622, 0.303)
H (0.181, -0.690, -1.356)
H (-0.011, -1.881, -0.072)
H (3.255, 0.452, 1.336)
H (-1.754, -0.403, 1.440)

Charges in e, computed with natural (NBO), in the same order as the atoms: -0.631 -0.649 -0.207 -0.267 -0.038 0.500 0.133 0.280 0.220 0.238 0.420



Entry 6:
The following is a DFT calculation (ωB97M-V/def2-TZVPD) of a molecular structure, C2H4IPS in a non-equilibrium geometry.

Its total charge is 0. The largest force on an atom comes out at 2.925 eV/Å. The calculation puts the energy above the lowest of the compared OMol25 structures with the same formula, charge and spin at 53.3 kcal/mol. As for the frontier orbital gap: 9.60 eV.

Atoms and positions in Å:
I (1.115, 1.112, 1.551)
S (2.195, -0.625, -0.973)
P (-2.704, 0.396, 0.707)
C (-2.976, 1.226, -0.543)
C (0.846, 0.401, -0.446)
H (0.726, 1.457, -0.981)
H (-0.138, -0.197, -0.468)
H (1.516, -1.299, -1.943)
H (-3.206, 1.814, -1.361)

Charges in e, computed with natural (NBO), in the same order as the atoms: 0.110 0.017 0.547 -0.753 -0.739 0.241 0.245 0.127 0.205



> Which of these has the highest largest force on an atom?

C3H4AlLiO4



> Among the records above, which one has the lowest largest force on an atom?

C4H5NO